# 1
This record from the Open Molecules 2025 dataset describes a cluster of 9 separate species, C9H18Cl18 in total in a non-equilibrium geometry. The level of theory is ωB97M-V/def2-TZVPD.

Geometry as XYZ:
```
45
Properties=species:S:1:pos:R:3:lowdin_spin:R:1
C -0.777 2.572 -3.200 0.015
Cl 0.228 3.863 -2.501 0.013
Cl -2.438 3.150 -3.475 0.009
H -0.371 2.246 -4.157 0.007
H -0.832 1.848 -2.387 0.005
C 0.510 -1.755 -5.179 0.174
Cl -1.047 -2.737 -5.381 0.144
Cl 0.460 -0.827 -3.613 0.287
H 1.401 -2.382 -5.172 0.036
H 0.601 -1.069 -6.022 0.039
C -3.929 3.218 -0.016 0.001
Cl -4.429 3.527 1.613 0.000
Cl -5.211 3.352 -1.230 0.001
H -3.079 3.840 -0.295 0.000
H -3.579 2.186 -0.007 0.000
C -2.690 -1.305 -2.103 0.006
Cl -3.604 -2.882 -2.158 0.002
Cl -3.672 0.133 -1.845 0.002
H -1.967 -1.344 -1.288 0.001
H -2.103 -1.123 -3.004 0.004
C 0.256 -0.219 0.270 0.020
Cl -0.091 -1.690 1.281 0.014
Cl -1.126 0.891 0.380 0.008
H 1.097 0.404 0.575 0.000
H 0.376 -0.521 -0.771 0.017
C -1.667 -4.174 3.459 0.001
Cl -2.413 -5.574 2.638 0.001
Cl -2.480 -3.736 5.004 0.000
H -0.622 -4.427 3.636 0.000
H -1.728 -3.350 2.748 0.001
C 1.185 -1.977 4.603 0.001
Cl 0.828 -3.120 5.870 0.000
Cl -0.193 -0.843 4.457 0.001
H 2.096 -1.385 4.696 0.000
H 1.215 -2.520 3.658 0.001
C 3.825 2.450 -1.653 0.037
Cl 4.236 2.864 0.083 0.032
Cl 2.469 1.351 -1.622 0.100
H 3.414 3.316 -2.170 0.005
H 4.683 2.038 -2.185 0.011
C 4.321 1.269 3.242 0.001
Cl 4.717 0.042 4.413 0.001
Cl 2.667 1.036 2.675 0.001
H 4.429 2.251 3.702 0.000
H 5.033 1.115 2.431 0.001
```

- Net charge: -1
- HOMO energy (alpha / beta): -0.011 / -0.278 Ha
- Multiplicity: 2
- LUMO level (alpha / beta): 2.0 / 2.0 eV
- HOMO-LUMO gap (alpha / beta): 0.0841 / 0.3499 Ha


# 2
This record from the Open Molecules 2025 dataset describes a cluster of 9 separate species, C9H18Cl18 in total in a non-equilibrium geometry. The level of theory is ωB97M-V/def2-TZVPD.

Geometry as XYZ:
```
45
Properties=species:S:1:pos:R:3:lowdin_charge:R:1
Cl -2.026 4.581 -0.996 0.516
C -2.872 3.062 -1.248 -1.020
Cl -1.791 1.786 -1.861 0.493
H -3.330 2.682 -0.341 -0.053
H -3.607 3.169 -2.038 0.025
Cl 2.104 2.606 1.603 0.549
C 2.177 3.829 0.331 -0.995
Cl 1.306 3.280 -1.086 0.501
H 1.772 4.780 0.661 0.034
H 3.199 3.987 -0.002 0.026
Cl 4.686 0.564 -0.973 0.441
C 4.699 -0.101 -2.655 -1.000
Cl 6.253 -0.866 -2.929 0.519
H 3.889 -0.820 -2.705 -0.005
H 4.580 0.718 -3.353 0.029
Cl -1.001 0.781 3.141 0.546
C -1.235 2.396 2.448 -1.004
Cl -2.930 2.743 2.185 0.543
H -0.709 3.128 3.053 0.034
H -0.765 2.413 1.466 -0.016
Cl 1.472 -0.400 -1.019 0.530
C 0.272 -0.373 0.297 -1.022
Cl -0.053 -1.976 0.962 0.515
H 0.608 0.216 1.142 -0.062
H -0.693 -0.066 -0.093 -0.061
Cl -0.313 -1.116 -4.184 0.519
C 0.751 -2.408 -3.700 -1.091
Cl 0.177 -3.985 -4.216 0.531
H 1.714 -2.222 -4.166 0.022
H 0.822 -2.412 -2.620 -0.040
Cl -3.376 -0.266 0.487 0.508
C -4.678 -0.813 1.546 -0.965
Cl -4.774 0.151 3.039 0.486
H -5.625 -0.656 1.047 0.025
H -4.486 -1.848 1.800 0.031
Cl 3.816 -0.702 2.833 0.486
C 2.365 -0.738 3.888 -0.999
Cl 2.259 0.646 5.003 0.485
H 1.477 -0.766 3.267 -0.041
H 2.411 -1.594 4.549 0.022
Cl -2.237 -3.148 -1.221 0.486
C -1.595 -4.754 -0.962 -1.074
Cl -2.527 -5.698 0.178 0.533
H -1.606 -5.235 -1.933 0.007
H -0.580 -4.554 -0.628 0.008
```

- HOMO energy: -0.386 Ha
- Structure (SMILES): ClCCl.ClCCl.ClCCl.ClCCl.ClCCl.ClCCl.ClCCl.ClCCl.ClCCl
- Multiplicity: 1
- LUMO level: 0.4 eV
- Energy above the lowest of the compared OMol25 structures with the same formula, charge and spin: 37.6 kJ/mol
- HOMO-LUMO gap: 0.4001 Ha


| no. | E_tot (hartree) |
| --- | --- |
| 1 | -8637.1292 |
| 2 | -8637.1488 |